The ion C5H9BrN with charge +1, computed with wB97M-V/def2-TZVPD.

Output
Frontier orbital gap in eV: 10.65
SMILES: C[N@@H+]1CC=C[C@H]1Br
Net charge: +1
Relative energy (zero: lowest compared OMol25 entry of this formula, charge and spin) in kcal/mol: 21.5

Atoms and positions in Å:
C -0.27777 1.78542 0.31524
C 0.60740 1.56342 -0.64255
C -0.91576 0.46635 0.77761
C 1.10271 0.04620 -0.62948
C -0.44402 -1.69896 -0.21361
N 0.16916 -0.49630 0.40447
Br 2.97769 -0.22214 0.10732
H -0.71311 2.68498 0.62237
H 1.07640 2.27237 -1.15945
H -1.09115 0.56512 1.91390
H -1.78151 0.38000 0.28013
H 0.93766 -0.40893 -1.52892
H -1.27193 -1.41878 -0.99907
H 0.11988 -2.37529 -0.82401
H -1.10273 -2.21948 0.41026
H 0.60706 -0.92398 1.16577


A structure of composition C39H52BN9PbS3Sb, computed with wB97M-V/def2-TZVPD.

Output
Frontier orbital gap in eV: 6.18
Net charge: +3

Atoms and positions in Å:
Pb 0.07046 0.01444 -0.14921
C 1.73530 -4.24589 0.30008
C 0.94814 -3.94877 1.53638
C 0.84037 -4.87931 2.57413
C 0.06112 -4.59532 3.67794
C -0.61459 -3.37723 3.75111
C -0.42376 -2.53495 2.68271
N 0.31272 -2.77281 1.61426
Sb -1.33239 -0.55306 2.40455
C -0.54605 1.18156 3.49520
C -0.88415 1.57196 4.76850
C -0.22494 2.70737 5.23982
C 0.70627 3.33753 4.43815
C 0.98252 2.83891 3.16179
C 2.02979 3.45435 2.28944
N 0.33242 1.76307 2.70075
C -3.35032 -0.42927 1.56048
C -4.53166 -0.64943 2.22701
C -5.68917 -0.48755 1.46585
C -5.58754 -0.12189 0.13852
C -4.32898 0.08267 -0.43559
C -4.18044 0.51432 -1.86037
N -3.21837 -0.08264 0.29273
H 2.62060 -4.83667 0.53164
H 2.02134 -3.32694 -0.20956
H 1.12296 -4.83615 -0.38659
H 1.36659 -5.82172 2.50280
H -0.03353 -5.31069 4.48445
H -1.23768 -3.12724 4.59749
H -1.60409 1.04338 5.37639
H -0.44666 3.08176 6.23060
H 1.23684 4.21030 4.79459
H 2.07562 4.53389 2.42646
H 1.85066 3.22001 1.24104
H 3.00810 3.05004 2.56239
H -4.57941 -0.92918 3.26958
H -6.65849 -0.65194 1.91793
H -6.47480 0.00966 -0.46622
H -4.90502 0.00927 -2.49824
H -3.16965 0.32274 -2.21721
H -4.37101 1.58756 -1.93902
C -0.60164 4.84303 0.04865
C 0.10215 5.15642 -1.27397
C -0.90850 5.38457 -2.40195
C 0.94369 6.41475 -1.08219
N 1.01212 4.03320 -1.70712
C 2.30958 4.23827 -2.11398
C 2.75987 3.09035 -2.66642
N 1.74289 2.17153 -2.62901
B 1.88641 0.83171 -3.40506
N 0.51029 0.23074 -3.80404
C -0.15821 0.73339 -4.89026
C -1.19112 -0.09267 -5.16714
N -1.18635 -1.10488 -4.23676
C -0.12970 -0.89108 -3.41062
S 0.29133 -1.81817 -2.00537
C -2.03936 -2.34216 -4.37161
C -3.08141 -2.09086 -5.45852
C -2.77309 -2.68344 -3.07215
C -1.11447 -3.48471 -4.80221
N 2.78380 -0.18703 -2.64895
C 3.46603 -1.14278 -3.35692
C 4.33448 -1.74751 -2.51662
N 4.18107 -1.18574 -1.27108
C 3.22473 -0.22752 -1.37372
S 2.57661 0.73384 -0.07972
C 5.14003 -1.43888 -0.13354
C 6.03882 -2.61165 -0.51460
C 4.41202 -1.79148 1.16674
C 5.98483 -0.17289 0.04033
C 0.68218 2.75793 -2.03556
S -0.81027 1.94746 -1.67159
H -1.11964 5.74150 0.38143
H -1.33746 4.05471 -0.05205
H 0.12015 4.56340 0.81816
H -1.52548 6.25127 -2.16778
H -0.39815 5.58262 -3.34572
H -1.56370 4.52130 -2.52809
H 0.29252 7.20632 -0.71752
H 1.73200 6.26655 -0.34190
H 1.37915 6.76550 -2.01799
H 2.82782 5.16904 -1.98051
H 3.72482 2.86362 -3.08694
H 2.45035 1.08534 -4.42624
H 0.15811 1.63245 -5.39107
H -1.92092 -0.01877 -5.95114
H -3.69620 -1.21725 -5.23426
H -2.62689 -1.97767 -6.44282
H -3.73874 -2.95608 -5.50786
H -3.31224 -1.81650 -2.68558
H -3.50014 -3.46407 -3.29248
H -2.10756 -3.06222 -2.30679
H -0.58919 -3.22891 -5.72366
H -0.38224 -3.71297 -4.02584
H -1.70180 -4.38225 -4.99238
H 3.29096 -1.30999 -4.40594
H 5.03429 -2.53451 -2.72524
H 5.45701 -3.50958 -0.73040
H 6.68331 -2.37621 -1.36153
H 6.68829 -2.83348 0.32943
H 3.69847 -2.60309 1.01365
H 5.15573 -2.12632 1.88870
H 3.89837 -0.93958 1.59468
H 6.49333 0.08764 -0.88920
H 5.36550 0.66994 0.35126
H 6.74424 -0.34183 0.80262


A structure of composition C17H33As3N4O6W, computed with wB97M-V/def2-TZVPD.

Output
Frontier orbital gap (spin up / spin down) in eV: 6.22 / 5.99
Net charge: +2
Multiplicity: 3
Relative energy (zero: lowest compared OMol25 entry of this formula, charge and spin) in kcal/mol: 15.6

Atoms and positions in Å:
W 0.15244 0.22328 -0.24575
N 1.19394 -1.98852 -1.02854
N 2.47724 -1.39833 -0.64253
C 2.27800 -0.00296 -0.89173
O 2.07572 0.72875 0.21194
O 1.36953 0.25551 -1.81813
H 1.13433 -2.87424 -0.53006
H 1.20804 -2.13090 -2.03959
H 3.30176 -1.82813 -1.05930
C -1.73087 -0.86604 -3.88896
As -1.82760 -0.24905 -2.03994
C -2.74179 -1.80153 -1.28980
C -3.26258 1.04760 -1.82554
C -3.05004 2.53722 -2.13506
C -4.44911 3.18139 -2.03724
C -2.19053 3.28391 -1.08860
As -0.37472 2.74297 -0.53573
C -0.48251 3.23243 1.35031
C 1.06607 3.93518 -1.05298
C -2.55907 2.74723 -3.57364
As -0.62007 2.58421 -3.91272
C -0.25113 4.48204 -4.19874
C -0.62932 2.05572 -5.79789
H -1.36463 -0.11027 -4.57957
H -2.76374 -1.13469 -4.14623
H -1.09732 -1.75228 -3.95516
H -3.80552 -1.72349 -1.52660
H -2.62928 -1.89816 -0.20750
H -2.33220 -2.69243 -1.77087
H -3.59153 0.90196 -0.78789
H -4.06324 0.67940 -2.48055
H -4.90564 2.99587 -1.06710
H -5.10493 2.77460 -2.80549
H -4.39056 4.25766 -2.18550
H -2.71855 3.31995 -0.13064
H -2.06986 4.32254 -1.42645
H -0.37191 4.31987 1.40263
H 0.33226 2.77642 1.92078
H -1.44915 2.93238 1.75711
H 0.64003 4.94462 -1.00242
H 1.45699 3.73415 -2.04673
H 1.85847 3.83235 -0.30931
H -2.84229 3.75157 -3.90266
H -3.09023 2.06219 -4.24538
H -0.52246 5.07642 -3.32590
H -0.83226 4.84210 -5.05053
H 0.80926 4.63072 -4.40243
H -0.61042 0.97624 -5.92596
H 0.27030 2.45841 -6.26872
H -1.50208 2.46945 -6.30708
O -2.69811 -2.06120 4.59408
C -1.43618 -2.48343 4.56240
O -0.97022 -3.23740 5.36370
C -0.58340 -1.98091 3.44093
C 0.74785 -2.36020 3.28443
N 1.24011 -1.77257 2.16828
N 0.28235 -0.99211 1.59497
C -0.81820 -1.12294 2.36040
C -1.94040 -0.28063 1.85633
O -3.03244 -0.24581 2.35097
O -1.53626 0.42269 0.79100
H -2.91136 -1.42634 3.88367
H 1.34152 -3.00973 3.90232
H 2.18441 -1.71713 1.81574


The molecule C9H10ClNOS, computed with wB97M-V/def2-TZVPD.

Output
Frontier orbital gap in eV: 8.20
Relative energy (zero: lowest compared OMol25 entry of this formula, charge and spin) in kcal/mol: 27.4

Atoms and positions in Å:
C 3.90488 0.35378 -0.30593
C 3.35229 0.46398 0.98174
C 3.06084 0.01159 -1.31809
C 1.98719 0.44758 1.17216
C 1.64210 0.03721 -1.15357
C 1.12677 0.34358 0.05131
C -3.34284 -1.17962 -0.49428
C -3.24915 -0.66578 0.95198
C -1.47088 0.93832 -0.28447
N -0.34579 0.49506 0.32154
O -2.25732 -0.92888 -1.24564
S -2.95436 1.12952 0.70994
Cl -1.28789 1.96791 -1.56039
H 4.92843 0.36027 -0.47764
H 3.87995 0.68174 1.98333
H 3.42194 -0.19389 -2.28698
H 1.49108 0.47400 2.08702
H 1.00347 -0.05471 -2.03137
H -3.48483 -2.22960 -0.54653
H -4.25290 -0.80627 -0.90425
H -4.27076 -0.95364 1.50449
H -2.40272 -0.86408 1.51762
H -0.47950 0.17192 1.32803


A structure of composition C4H7NO, computed with wB97M-V/def2-TZVPD.

Output
Frontier orbital gap (spin up / spin down) in eV: 8.92 / 8.92
Relative energy (zero: lowest compared OMol25 entry of this formula, charge and spin) in kcal/mol: 137.4

Atoms and positions in Å:
O 1.05592 -0.91100 1.35407
C 0.25536 -0.06286 0.34634
C -0.43730 -1.20291 -0.16797
N -0.93377 0.68645 -0.93794
C -0.89932 0.93928 0.53431
C 0.55620 0.72304 -0.94901
H 1.89866 -1.15061 0.93685
H 0.09808 -1.86541 -0.85406
H -1.18473 -1.67498 0.47409
H -0.60879 1.96293 0.82586
H -1.80694 0.62500 1.05793
H 1.00504 0.20731 -1.80445
H 1.00159 1.72375 -0.81602


A structure of composition C34H26N9O3Sn, computed with wB97M-V/def2-TZVPD.

Output
Frontier orbital gap in eV: 6.30
Net charge: +1
Relative energy (zero: lowest compared OMol25 entry of this formula, charge and spin) in kcal/mol: 27.9

Atoms and positions in Å:
Sn 1.08355 -0.28847 -1.87723
O 7.96516 1.32058 -1.71144
C 7.28110 1.85463 -2.90600
C 5.84572 1.42759 -2.80646
C 4.78472 2.31491 -3.03540
C 3.50835 1.88917 -2.62940
N 3.22965 0.69664 -2.08759
C 4.23404 -0.11180 -1.82530
C 5.52609 0.17026 -2.23287
C 3.99201 -1.48410 -1.30656
C 5.02516 -2.46780 -1.20581
C 4.72769 -3.73008 -0.65650
C 5.85560 -4.68679 -0.42687
O 6.89918 -4.26384 0.43348
C 3.38307 -3.98896 -0.38055
C 2.42068 -2.96999 -0.37745
N 2.67515 -1.76414 -0.92479
H 8.64588 1.93409 -1.36738
H 7.78406 1.42058 -3.78541
H 7.34385 2.98447 -2.94210
H 4.82753 3.29801 -3.63433
H 2.63373 2.54450 -2.72732
H 6.31799 -0.59387 -1.98987
H 5.99263 -2.24938 -1.66962
H 6.20923 -5.06974 -1.39840
H 5.35709 -5.47536 0.19030
H 7.61428 -3.82512 -0.06587
H 3.03229 -5.03756 -0.34711
H 1.42554 -3.10392 0.03035
C -9.75676 4.29247 1.61803
O -9.15861 4.13283 2.93187
C -8.22285 3.16152 3.12461
C -8.12258 1.95772 2.33755
C -7.01059 1.21736 2.43135
C -5.87421 1.63803 3.22398
C -6.12590 2.59795 4.21399
C -7.29444 3.32619 4.18675
C -4.64231 1.09217 2.79530
N -4.46963 0.06816 1.94177
C -3.16312 -0.02392 1.64300
C -2.43746 0.97744 2.33755
N -3.43388 1.66789 3.11366
C -1.06817 1.19317 2.04959
C -0.21839 2.13884 2.69374
C 1.15791 2.13755 2.44999
C 1.62051 1.26389 1.45400
N 0.85473 0.40264 0.75702
C -0.43983 0.25816 1.06909
C -1.21601 -0.79780 0.41326
N -0.65165 -1.55712 -0.60489
C -1.40270 -2.58383 -1.05923
C -2.64338 -2.92600 -0.66027
C -3.34213 -2.08775 0.19818
C -2.59614 -0.95671 0.71504
H -10.59375 4.91421 1.81481
H -10.09547 3.36120 1.22043
H -8.93949 4.73469 0.94035
H -8.94464 1.74063 1.68399
H -6.92293 0.36129 1.80590
H -5.33631 2.76274 5.01232
H -7.51026 4.17478 4.85375
H -3.33066 2.55931 3.60078
H -0.68522 2.84902 3.39379
H 1.86828 2.76839 2.91120
H 2.67548 1.18752 1.30019
H -0.92966 -3.13212 -1.84805
H -3.18063 -3.78205 -1.01834
H -4.41197 -2.12825 0.53331
N 3.43841 -3.62172 -6.82830
C 2.50394 -3.62090 -6.09492
N 1.56411 -3.70650 -5.20416
C 1.50928 -2.75553 -4.34593
N 1.35808 -2.00212 -3.44252


Number 1: strongest force on any atom 6.86 eV/Å. Number 2: strongest force on any atom 0.99 eV/Å. Number 3: strongest force on any atom 3.98 eV/Å. Number 4: strongest force on any atom 3.36 eV/Å. Number 5: strongest force on any atom 2.88 eV/Å. Number 6: strongest force on any atom 5.41 eV/Å.